15
Properties=species:S:1:pos:R:3:mulliken_charge:R:1 method="wB97M-V/def2-TZVPD" gap_ha=0.3250 homo_energy_ev=-8.39 e_above_lowest_ev=7.341 e_tot_ev=-19097.161 largest_force_ha_per_bohr=0.0985
C -2.639 0.601 0.091 -0.6877
C -0.160 -0.055 -0.382 0.4898
C 1.134 -0.860 -0.629 -0.5837
H -3.244 1.068 -0.961 0.2341
H -3.479 0.114 1.203 0.2488
H -1.943 1.575 0.604 0.3264
H 1.878 -0.483 -1.509 0.2753
H 0.779 -1.928 -1.022 0.2852
H 1.527 -1.168 1.430 0.2465
H 2.869 -1.132 0.267 0.2753
H 1.900 1.036 0.593 0.4664
N 1.956 -0.674 0.622 -0.5669
N -0.117 1.204 -0.007 -0.3608
O 1.214 1.555 -0.238 -0.5371
S -1.676 -0.853 -0.063 -0.1115